(1)
# C10H24F6NO9S2V

A structure of composition C10H24F6NO9S2V at a distorted geometry (the ωB97M-V functional and the def2-TZVPD basis, OMol25).

```
53
Properties=species:S:1:pos:R:3
V -0.64563 0.27172 0.57779
S -1.60100 -1.24308 -2.36873
S -0.14810 -2.85734 -0.67497
F 0.78104 -1.77203 -3.66189
F -1.24672 -5.00135 0.49261
F 0.05356 0.22762 -3.89100
F -0.95084 -1.37368 -4.89370
F -1.53175 -3.16995 1.60689
F -2.69743 -3.57477 -0.15552
O -0.01158 -3.62820 -1.88687
O -2.31548 0.01590 -2.49656
O -1.11626 1.93169 -0.98669
O -0.25486 2.11744 1.93256
O -0.17185 -0.65664 2.44241
O 1.00624 -2.86110 0.18987
O -2.37948 -2.41634 -2.69491
O -2.76076 0.46845 1.13284
O 1.45486 0.55078 -0.08918
N -0.72415 -1.32217 -0.84695
C 0.71243 2.90529 2.51493
C 0.30699 3.79384 -1.31063
C 2.15258 0.45254 -1.33765
C -1.50603 -3.69859 0.39134
C -0.68025 2.84477 -2.01823
C -3.82817 -0.38540 0.84866
C 0.60604 -1.68004 3.05928
C 1.81764 -1.03574 3.75324
C -0.31435 -1.05017 -3.78469
C 3.62146 0.13330 -1.09409
H 1.09479 2.45492 3.45248
H 2.31294 -1.73987 4.42311
H 0.36378 4.73836 -1.86462
H -1.50036 3.44104 -2.41158
H 1.36361 -0.24470 4.35987
H 2.51238 -0.50880 3.10254
H -3.61221 -1.08414 0.02896
H -4.68749 0.19391 0.46211
H -4.16904 -0.86238 1.77820
H 1.75424 1.36727 0.34239
H 3.98768 -0.46780 -1.93263
H -0.12753 2.27757 -2.76407
H 0.05003 -2.24365 3.82201
H -2.00925 1.68828 -1.27746
H 2.02454 1.32639 -1.98147
H 0.35371 3.90867 2.79290
H 1.61471 3.03756 1.88163
H 3.75607 -0.59711 -0.29160
H 0.79545 -2.47021 2.33003
H 1.65485 -0.37464 -1.84104
H 1.30367 3.36701 -1.20231
H 4.21142 1.01303 -0.84383
H -0.04889 4.05025 -0.31303
H -0.62726 -0.25773 3.19723
```

**2S+1**: 4
**Lowest unoccupied orbital energy (spin up / spin down)**: 2.68 / 2.68 eV
**E_HOMO (spin up / spin down)**: -0.13333 / -0.15439 Ha
**Expectation value of S²**: 3.75
**Kohn-Sham gap (spin up / spin down)**: 6.308 / 6.880 eV
**Net charge**: -1
**Maximum force**: 3.70 eV Å⁻¹

=====

(2)
# C6H10N

A structure of composition C6H10N at a distorted geometry (the ωB97M-V functional and the def2-TZVPD basis, OMol25).

```
17
Properties=species:S:1:pos:R:3
N -0.62315 -1.08269 -0.89004
C -1.99906 0.58318 0.33818
C 0.45499 -0.25871 -0.04156
C 1.67604 -0.85046 0.37703
C 1.13841 1.05158 -0.31709
C -1.03518 -0.57849 0.44081
C 2.31625 0.32016 0.35078
H -0.99701 -0.51964 -1.60778
H -2.04811 0.92739 -0.59142
H -1.28831 -1.21627 1.16850
H -2.97928 0.29644 0.46949
H 3.20751 0.79587 0.58330
H 2.10599 -1.77591 0.66068
H 0.82081 1.88183 0.24290
H 1.41709 1.14188 -1.28553
H -1.81463 1.31640 1.00923
H -0.35234 -2.03257 -0.90749
```

**Lowest unoccupied orbital energy**: -3.13 eV
**E_HOMO**: -0.51752 Ha
**Kohn-Sham gap**: 10.951 eV
**Net charge**: +1
**Maximum force**: 5.95 eV Å⁻¹
**Energy above the lowest of the compared OMol25 structures with the same formula, charge and spin**: 59.6 kcal per mole

=====

(3)
# C30H25F3N6OPdS

A structure of composition C30H25F3N6OPdS at a distorted geometry (the ωB97M-V functional and the def2-TZVPD basis, OMol25).

```
67
Properties=species:S:1:pos:R:3
Pd 0.19560 0.38935 -0.32113
S 1.34842 -1.39993 0.33753
F -6.50628 -6.12012 0.78685
F -7.74217 -4.41728 0.27170
F -6.89792 -5.65364 -1.29199
O -3.42033 1.27490 0.30321
N 5.01360 -1.40800 -0.55667
N 3.11171 0.39831 -0.66588
N -0.76049 1.94399 -1.40159
N 2.12879 1.20443 -0.55631
N -2.99183 3.47880 0.38094
N 3.88871 -1.78177 -0.14500
C -4.51091 -4.25079 0.90044
C -0.98074 3.10859 -0.90437
C 8.46977 -2.42361 -1.10848
C -5.43877 -4.21986 -0.12769
C -0.39862 1.82272 -2.78329
C 2.83883 -0.85951 -0.19688
C 7.20863 -4.34212 -0.31818
C -3.42453 -3.39485 0.86264
C -0.50622 4.36072 -1.58769
C -3.85336 2.40495 0.31169
C -1.28778 -0.77686 -0.27617
C 0.99384 4.64641 -1.10186
C -5.31838 2.73649 0.23854
C 6.14227 -2.23410 -0.60181
C -4.22358 -2.47959 -1.23382
C -1.56502 3.26927 0.48382
C -5.29972 -3.34301 -1.19584
C 1.47144 3.41124 -0.43654
C 6.06328 -3.58380 -0.23946
C 7.33462 -1.64482 -1.03473
C -2.17591 -1.60141 -0.23185
C -6.65357 -5.11878 -0.08710
C 2.61631 3.91198 -2.98809
C 2.22461 2.49855 -1.07962
C 2.96928 2.82791 -2.30222
C 8.40502 -3.76701 -0.75188
C -0.06570 2.84468 -3.55640
C -3.27624 -2.50126 -0.20234
C 0.01058 4.24157 -3.04233
C 1.43488 4.74450 -2.59086
H 1.09295 5.54134 -0.48944
H 1.06463 3.15279 0.53515
H 3.16284 4.19230 -3.87968
H -0.46735 4.92459 -3.74222
H -1.36745 2.37750 1.08366
H -1.17017 5.20245 -1.40009
H -0.46207 0.81029 -3.15607
H -4.09981 -1.78516 -2.05295
H -3.36169 4.41255 0.42554
H 9.29657 -4.37681 -0.81113
H -5.85325 2.09862 0.93868
H 7.18164 -5.38671 -0.04251
H 1.58218 5.77817 -2.89556
H -1.12500 4.14057 0.97307
H 3.79309 2.19413 -2.59986
H -6.03367 -3.34179 -1.99017
H -4.63587 -4.94396 1.71987
H -5.53636 3.78043 0.45686
H 5.13742 -0.42111 -0.83237
H 9.40336 -1.99181 -1.43917
H -5.67735 2.50203 -0.76371
H 5.12690 -4.00461 0.09789
H 0.15663 2.65925 -4.59935
H -2.68854 -3.40470 1.65447
H 7.36274 -0.59520 -1.30435
```

**Lowest unoccupied orbital energy (spin up / spin down)**: -9.27 / -9.23 eV
**E_HOMO (spin up / spin down)**: -0.47400 / -0.47518 Ha
**Kohn-Sham gap (spin up / spin down)**: 3.632 / 3.699 eV
**Net charge**: +2
**Maximum force**: 1.13 eV Å⁻¹
**Energy above the lowest of the compared OMol25 structures with the same formula, charge and spin**: 58.6 kcal per mole

=====

(4)
# C29H33F9N2O31

A cluster of 11 separate species, C29H33F9N2O31 in total at a distorted geometry (the ωB97M-V functional and the def2-TZVPD basis, OMol25).

```
104
Properties=species:S:1:pos:R:3
F -0.07256 5.87031 -0.68429
F 1.93971 -2.53221 -3.55035
F -0.85991 -9.05908 -0.85691
F -2.24816 -0.97608 -0.69239
F 1.84731 -1.27530 0.98808
F 4.99370 1.95954 -1.81524
F -3.52946 5.44343 -3.25201
F 0.06543 -2.22314 3.34475
F -4.06304 -0.95373 -2.84358
O 0.30976 1.02378 0.08780
O 4.94848 3.41152 1.78040
O -1.20864 0.01420 -5.71621
O -1.29792 -4.70993 -0.66132
O 4.28784 -1.46679 2.73746
O -2.40083 3.59767 -2.66131
O -0.29336 -5.42489 2.25781
O -4.46574 2.94722 -2.39622
O -1.91975 3.34437 5.18830
O 4.88730 4.47680 -0.21564
O 1.20830 1.30034 -1.91583
O -1.33974 -1.68012 -4.24196
O -0.09546 6.53820 3.33080
O -0.23716 1.79580 3.32874
O 2.91029 -1.20959 -1.90033
O -1.28948 -4.06350 3.62350
O -2.32084 -5.99802 3.02511
O 2.70075 0.02924 2.51861
O -2.90357 -6.38213 -0.62978
O 0.77929 5.65662 1.41378
O 1.79177 2.58412 3.31822
O -3.80205 4.21457 4.61015
O 5.16894 -1.07397 -1.53229
O 3.78456 2.56666 0.05926
O -0.19665 -0.41409 -1.48927
O 4.25544 -0.70109 -3.53764
O -2.94308 2.30418 -0.88927
O -3.20899 -0.66473 -4.95832
O 3.44827 -0.45948 4.57777
O -0.73567 -6.81346 -0.50944
O -1.30965 5.22889 1.98282
N -2.97669 3.32304 4.58704
N 0.86441 1.99582 3.82543
C -3.62506 -1.55894 -3.98749
C -0.69511 0.16041 0.65871
C 2.90895 -0.41852 1.21988
C -1.40792 -8.01616 -0.16536
C -1.82266 -0.72287 -5.01518
C 1.07738 1.37619 5.10493
C -3.25493 2.87534 -1.89707
C 4.22753 -1.08269 -2.25744
C -0.19830 5.89127 2.33900
C -1.40562 -5.24389 2.99453
C 0.17994 5.00586 0.32829
C 0.46425 -4.25251 2.18613
C 4.24883 -1.11503 1.35306
C 4.60456 3.48099 0.64856
C -0.93512 -0.94618 -0.38074
C 2.91192 -0.43615 -4.02312
C 0.03232 -3.56488 3.53304
C 3.51782 -0.57681 3.39483
C -3.24778 2.16077 3.73276
C 4.28484 4.17289 -1.50207
C -2.41972 -2.43081 -3.65256
C 0.44126 0.70110 -1.21020
C -4.31747 3.28397 -3.80303
C 2.11423 -1.28055 -3.03597
C 3.95436 2.72141 -1.31549
C -2.83728 -7.83765 -0.50644
C -0.92488 4.26701 1.00012
C -1.64056 -5.85908 -0.62404
C -3.14611 4.21356 -3.68825
H -2.72585 1.26908 4.06018
H -1.70207 4.12993 0.23942
H -0.63393 -1.91741 0.00250
H 2.12445 1.46608 5.36481
H -2.99642 2.40247 2.70023
H 0.40976 1.90064 5.79236
H -2.23780 -2.56715 -2.59116
H -3.43573 -8.16781 0.34147
H 3.35782 4.74519 -1.54581
H 5.10714 -0.49967 1.09323
H 2.87666 -0.68576 -5.07558
H -4.31661 1.96263 3.67434
H -5.21880 3.77291 -4.17091
H -0.88579 3.31945 1.53756
H 2.70419 0.59811 -3.74396
H 1.15405 -0.80796 -2.83737
H -2.55866 -3.38276 -4.16408
H 0.66492 4.12489 -0.11894
H 3.09184 2.43316 -1.91102
H 4.24136 -1.99672 0.71505
H 4.97150 4.36374 -2.31919
H 0.58170 -3.81305 4.43919
H 2.93699 0.33761 0.43919
H -1.59074 0.75226 0.84001
H -2.63222 4.27717 -4.64555
H 0.11774 -3.67609 1.32696
H -3.18089 -8.42013 -1.35873
H 1.53489 -4.43317 2.13727
H 0.74298 0.34425 5.04319
H -1.24141 -8.25675 0.88490
H -4.31649 -2.32770 -4.33712
H -0.30342 -0.20103 1.60587
H -4.20398 2.44063 -4.48392
```

**SMILES**: O=C1OC[C@@H](F)O1.O=C1OC[C@@H](F)O1.O=C1OC[C@@H](F)O1.O=C1OC[C@@H](F)O1.O=C1OC[C@@H](F)O1.O=C1OC[C@@H](F)O1.O=C1OC[C@@H](F)O1.O=C1OC[C@@H](F)O1.O=C1OC[C@@H](F)O1.C[N+](=O)[O-].C[N+](=O)[O-]
**Lowest unoccupied orbital energy**: 0.09 eV
**E_HOMO**: -0.39450 Ha
**Kohn-Sham gap**: 10.822 eV
**Maximum force**: 3.59 eV Å⁻¹
**Energy above the lowest of the compared OMol25 structures with the same formula, charge and spin**: 0.0 kcal per mole

=====

Question: maximum force of number 2 (C6H10N)?
Answer: 5.95 eV Å⁻¹

=====

Question: Which of these has the lowest maximum force?
Answer: C30H25F3N6OPdS

=====

Question: Look up the maximum force of the second one.
Answer: 5.95 eV Å⁻¹

=====

Question: Number 4 is which compound?
Answer: C29H33F9N2O31